{"formula": "C36H81FN2O10S8Si", "method": "wB97M-V/def2-TZVPD", "charge": 0, "fmax_ev_per_a": 6.51, "e_tot_ev": -159364.9369, "homo_ev": -8.41, "species": ["C", "C", "O", "N", "C", "C", "C", "C", "N", "C", "C", "C", "C", "C", "C", "C", "C", "Si", "C", "C", "C", "C", "C", "C", "C", "C", "S", "O", "O", "F", "H", "H", "H", "H", "H", "H", "H", "H", "H", "H", "H", "H", "H", "H", "H", "H", "H", "H", "H", "H", "H", "H", "H", "H", "H", "H", "H", "H", "H", "H", "H", "H", "H", "H", "H", "H", "H", "H", "H", "C", "S", "O", "C", "H", "H", "H", "H", "H", "H", "C", "S", "O", "C", "H", "H", "H", "H", "H", "H", "C", "S", "O", "C", "H", "H", "H", "H", "H", "H", "C", "S", "O", "C", "H", "H", "H", "H", "H", "H", "C", "S", "O", "C", "H", "H", "H", "H", "H", "H", "C", "S", "O", "C", "H", "H", "H", "H", "H", "H", "C", "S", "O", "C", "H", "H", "H", "H", "H", "H"], "coordinates": [[1.573799, 6.595127, -1.082945], [2.470848, 7.494439, -2.052731], [2.909724, 8.579096, -1.567618], [2.819530, 7.123141, -3.457258], [2.516155, 5.671500, -3.652298], [2.969620, 5.077092, -5.070227], [2.103328, 3.709792, -5.288304], [1.911403, 2.861120, -3.940439], [1.345229, 1.468413, -4.204208], [1.070855, 0.928122, -2.793808], [1.412462, -0.633630, -2.643917], [3.034312, -0.762436, -2.563971], [3.401538, -1.717470, -1.331266], [3.258714, -1.020958, 0.117059], [4.542490, -1.506493, 0.987682], [4.558742, -0.890872, 2.476558], [5.941507, -1.139848, 3.271929], [6.542878, 0.396739, 4.283697], [6.397958, 2.038131, 3.297187], [8.424869, 0.081435, 4.653940], [5.658707, 0.486473, 5.997528], [4.130897, 0.291379, 6.218064], [3.556084, 0.342450, 7.667719], [4.477339, 0.588256, 8.908097], [5.986777, 0.828369, 8.687563], [6.560115, 0.773367, 7.230583], [-0.242818, 1.606255, -4.898549], [-0.968254, 2.865404, -4.522139], [-0.185105, 1.530739, -6.394430], [-1.233527, 0.326836, -4.382850], [0.686008, 6.110108, -1.645419], [1.122847, 7.155172, -0.201626], [2.174928, 5.698965, -0.665356], [2.270315, 7.724225, -4.087796], [1.365767, 5.543714, -3.603622], [3.058311, 5.096057, -2.829027], [2.622260, 5.781699, -5.911497], [4.090544, 4.913295, -5.189062], [1.067259, 3.994445, -5.676605], [2.649834, 3.016447, -6.031358], [2.963935, 2.743589, -3.477084], [1.171551, 3.338682, -3.191407], [1.804543, 1.497171, -2.112059], [0.022710, 1.206199, -2.412688], [0.966760, -1.273936, -3.477167], [1.005165, -1.022521, -1.647154], [3.536045, 0.274458, -2.480076], [3.409707, -1.190990, -3.570852], [2.678605, -2.617067, -1.380960], [4.466686, -2.157076, -1.407160], [3.153002, 0.115572, 0.086404], [2.338528, -1.452245, 0.663802], [5.463286, -1.170684, 0.391745], [4.503935, -2.653600, 0.975842], [3.695540, -1.380093, 3.066111], [4.435203, 0.239112, 2.359927], [6.755408, -1.393332, 2.511272], [5.798914, -2.063356, 3.942817], [5.286461, 2.150910, 3.014650], [6.640581, 2.885035, 4.037485], [7.097054, 2.081481, 2.394404], [9.016601, -0.086138, 3.693358], [8.827098, 0.987268, 5.232063], [8.560771, -0.853471, 5.319157], [3.462229, 0.094901, 5.314933], [2.441886, 0.202117, 7.882978], [4.042766, 0.591411, 9.964613], [6.712152, 1.022153, 9.544211], [7.681716, 0.957127, 7.135737], [2.162964, -1.781488, 11.985631], [2.455295, -0.188277, 12.783909], [3.603779, 0.460484, 12.080286], [3.082286, -0.863379, 14.335442], [1.798737, -1.598387, 10.974122], [3.092732, -2.351533, 11.938236], [1.408867, -2.337563, 12.545748], [3.956240, -1.489175, 14.144712], [2.299803, -1.448090, 14.822547], [3.366954, -0.032494, 14.982180], [-3.565418, -2.192606, -3.330294], [-2.982657, -1.137784, -1.988513], [-2.049577, -1.953480, -1.150357], [-4.559872, -1.051431, -1.121562], [-2.722937, -2.410977, -3.988409], [-3.961538, -3.126150, -2.925906], [-4.337762, -1.669476, -3.893247], [-4.895859, -2.053799, -0.854943], [-5.301635, -0.564324, -1.757809], [-4.421660, -0.462563, -0.213228], [-8.537653, -3.138233, -2.776138], [-7.703581, -4.091210, -1.488992], [-6.555723, -3.270073, -0.986756], [-7.031024, -5.349889, -2.593425], [-9.002828, -2.267457, -2.312847], [-7.816049, -2.806960, -3.523041], [-9.309163, -3.753056, -3.245009], [-6.398269, -4.882621, -3.351030], [-7.849408, -5.893293, -3.069639], [-6.433185, -6.044239, -2.001175], [5.572162, -3.411224, 7.499979], [7.277302, -3.788470, 7.040988], [7.510650, -3.218520, 5.677978], [7.037349, -5.567257, 6.850348], [5.481521, -2.331446, 7.632965], [4.892190, -3.737447, 6.710522], [5.327351, -3.912595, 8.438456], [6.268484, -5.762434, 6.100215], [6.747027, -6.001957, 7.808632], [7.980135, -6.008995, 6.524909], [-5.457245, -0.966401, -6.402862], [-6.585263, -0.038226, -5.338196], [-7.496106, -1.026270, -4.677309], [-7.508814, 0.734738, -6.681392], [-4.800900, -1.564684, -5.773488], [-6.024540, -1.625498, -7.063172], [-4.856156, -0.270954, -6.991752], [-7.947360, -0.033376, -7.322786], [-6.842500, 1.375010, -7.262619], [-8.302452, 1.340658, -6.247936], [-5.957954, 4.672040, -5.068024], [-6.540868, 3.204808, -4.191575], [-7.875989, 2.846043, -4.759239], [-6.828847, 4.027079, -2.611488], [-5.751680, 4.396224, -6.102751], [-6.724243, 5.449249, -5.046120], [-5.040372, 5.035154, -4.601515], [-7.542490, 4.843292, -2.739394], [-5.884304, 4.410670, -2.221486], [-7.237298, 3.295998, -1.912544], [-7.941024, -4.432607, -7.194976], [-9.081451, -3.507968, -6.142162], [-9.996049, -4.498378, -5.493409], [-9.992615, -2.725731, -7.489539], [-7.290657, -5.031088, -6.555961], [-8.499346, -5.091930, -7.862445], [-7.334065, -3.735731, -7.776296], [-10.427073, -3.487951, -8.139455], [-9.320413, -2.082881, -8.061010], [-10.791043, -2.120192, -7.058770]], "atomic_forces_ev_per_a": [[-0.378, -1.377, -0.592], [1.213, 3.442, 1.649], [-1.647, -3.796, -2.114], [-1.160, -0.874, 2.394], [-0.377, -0.170, -1.129], [-1.308, -0.220, -0.017], [0.376, -0.164, 0.220], [-0.010, 1.295, -0.705], [-1.645, -0.349, 1.579], [0.360, -0.945, 1.604], [0.777, 0.892, 0.425], [-0.265, -0.624, -0.561], [-0.123, -0.088, -0.158], [0.255, -1.308, 0.583], [-0.621, 0.706, -0.286], [0.388, -0.464, -0.556], [-0.881, -0.639, -0.493], [1.019, -0.960, 0.136], [-0.667, 0.432, 0.452], [0.174, -0.155, 0.651], [-1.339, 0.473, 3.653], [2.210, 0.530, 3.324], [3.300, 0.403, -0.323], [1.534, 0.010, -3.449], [-2.191, -0.860, -3.324], [-3.404, -0.428, 1.291], [-2.728, 3.651, -4.647], [1.875, -3.486, 0.630], [0.506, -1.118, 4.217], [2.444, 1.898, -0.498], [1.450, 0.810, 0.753], [1.050, -0.319, -1.369], [-0.801, 1.516, -0.680], [0.524, -0.291, 0.325], [1.833, -0.260, 0.092], [-0.987, 0.758, -1.050], [0.679, -0.914, 1.288], [-1.498, 0.204, 0.417], [1.508, -0.449, 0.358], [-1.045, 1.150, 1.007], [-1.859, -0.304, -0.574], [1.479, -0.350, -1.187], [-1.226, -0.994, -0.986], [1.399, -0.452, -0.683], [0.617, 1.000, 1.084], [0.274, 0.727, -1.442], [-0.810, -1.580, 0.107], [-0.474, 0.516, 1.706], [1.175, 1.327, 0.068], [-1.608, 0.838, -0.084], [0.310, -1.475, -0.078], [1.217, 0.878, -0.927], [-1.061, -0.504, 1.029], [0.241, 1.609, 0.223], [1.175, 1.127, -0.877], [-0.334, -1.527, 0.186], [-0.931, 0.308, 0.992], [0.552, 1.407, -0.881], [1.756, 0.101, 0.108], [-0.273, -1.132, -1.227], [-1.115, -0.030, 1.198], [-0.728, 0.379, 1.249], [-0.264, -1.251, -0.968], [-0.288, 1.420, -1.079], [0.961, 0.303, 1.516], [1.793, 0.198, -0.561], [0.674, 0.038, -1.717], [-1.293, -0.305, -1.249], [-1.831, -0.381, -0.082], [0.068, -0.100, -0.039], [0.112, 0.059, -0.081], [-0.257, -0.305, 0.254], [0.130, -0.058, 0.056], [0.030, 0.095, 0.096], [0.005, 0.101, 0.030], [0.018, 0.087, 0.001], [-0.045, 0.057, -0.077], [-0.013, 0.060, -0.070], [-0.065, -0.001, -0.138], [0.048, -0.221, -0.037], [-0.026, 0.018, 0.198], [-0.186, 0.120, -0.225], [0.109, -0.045, 0.175], [0.028, 0.102, 0.095], [-0.011, 0.102, 0.098], [0.007, 0.042, 0.209], [0.055, 0.117, -0.122], [0.050, -0.062, -0.044], [0.152, 0.025, -0.124], [0.081, -0.133, 0.130], [-0.188, 0.109, -0.115], [-0.251, -0.316, -0.275], [0.132, -0.069, -0.043], [0.120, -0.065, 0.049], [-0.013, 0.009, 0.155], [0.043, -0.072, 0.085], [-0.052, 0.080, 0.058], [-0.028, 0.096, 0.049], [-0.064, 0.110, 0.034], [-0.084, 0.058, -0.041], [-0.058, 0.175, -0.172], [-0.169, -0.252, 0.353], [-0.040, -0.111, -0.105], [0.109, -0.013, -0.040], [0.104, -0.008, -0.026], [0.086, 0.004, -0.029], [0.032, 0.096, 0.019], [0.031, 0.080, -0.013], [-0.036, 0.134, 0.035], [-0.068, -0.104, -0.109], [-0.214, -0.009, -0.080], [0.385, 0.327, -0.377], [-0.279, -0.201, -0.201], [-0.074, 0.065, -0.071], [-0.042, 0.057, 0.047], [-0.042, 0.010, 0.072], [0.175, -0.108, 0.043], [0.013, -0.022, 0.082], [0.224, -0.092, 0.071], [-0.081, 0.118, -0.027], [0.034, 0.183, 0.116], [0.250, 0.358, 0.273], [-0.109, 0.086, 0.068], [-0.024, -0.079, 0.105], [-0.021, -0.092, 0.031], [-0.032, -0.098, 0.001], [0.023, -0.066, -0.079], [-0.006, -0.069, -0.074], [0.051, -0.023, -0.144], [-0.076, -0.128, -0.127], [-0.059, -0.058, 0.118], [0.184, 0.105, -0.318], [-0.126, -0.089, -0.116], [-0.093, 0.094, 0.046], [-0.020, 0.039, 0.053], [-0.045, 0.008, 0.056], [0.044, -0.014, 0.068], [0.014, -0.036, 0.073], [0.122, -0.070, 0.077]]}